Entry from the OMol25 dataset: 14 unconnected molecules or ions with the total composition C5H39NO14 in a non-equilibrium geometry (ωB97M-V/def2-TZVPD).

The value obtained for the LUMO energy is -0.04 eV. As for the energy above the lowest of the compared OMol25 structures with the same formula, charge and spin: 10.4 kcal per mole. The calculation puts the HOMO-LUMO gap at 10.107 eV. The value obtained for the maximum force is 1.18 eV/A.

```
! RIJCOSX wB97M-V def2-TZVPD def2/J DEFGRID3
* xyz 0 1
C 2.481 0.422 1.487
C 3.669 1.275 1.906
C 1.227 1.263 1.311
N 0.102 0.453 0.820
C -1.167 1.215 0.875
C -1.475 1.941 -0.424
O -2.094 1.033 -1.363
H 2.311 -0.347 2.261
H 2.704 -0.150 0.591
H 4.555 0.660 2.055
H 3.896 2.072 1.200
H 3.470 1.778 2.864
H 0.981 1.765 2.263
H 1.441 2.073 0.607
H -0.017 -0.373 1.409
H -1.984 0.530 1.104
H -1.166 1.966 1.672
H -2.205 2.739 -0.283
H -0.605 2.386 -0.912
H -1.555 0.893 -2.162
H 2.849 1.339 -2.410
H 3.740 0.920 -1.198
O 3.246 0.562 -1.958
H 2.883 -3.169 -0.706
H 1.881 -1.973 -0.466
O 2.423 -2.660 -0.027
H -0.837 -3.017 1.594
H -1.949 -1.985 1.081
O -1.338 -2.191 1.822
H 0.857 1.870 -3.250
H 1.848 2.729 -4.058
O 1.662 2.436 -3.143
H 0.114 -2.373 -1.631
H -1.402 -2.656 -1.420
O -0.549 -3.093 -1.615
H -0.277 -4.038 -0.098
H 0.920 -3.884 0.826
O 0.020 -4.248 0.814
H -1.045 0.328 4.150
H -0.796 1.554 5.086
O -0.680 1.242 4.189
H 0.971 3.882 -0.476
H 1.398 3.688 -1.931
O 1.252 4.377 -1.252
H -1.402 -1.848 4.861
H -1.757 -1.603 3.361
O -1.821 -1.220 4.267
H -0.538 -0.127 -3.993
H 0.184 -0.123 -2.626
O -0.284 0.488 -3.287
H 1.842 -0.292 -1.583
H 0.568 -0.240 -0.586
O 0.981 -0.765 -1.401
H -2.322 -0.691 -0.789
H -3.574 -1.558 -0.832
O -2.650 -1.594 -0.558
H -5.320 0.611 -0.931
H -3.908 0.616 -1.628
O -4.739 0.113 -1.510
*
```

Quick look at the Löwdin charges, all values in e: atom 1 (C): -0.247, atom 2 (C): -0.103, atom 3 (C): -0.215, atom 4 (N): -0.054, atom 5 (C): -0.169, atom 6 (C): -0.168, atom 7 (O): -0.135, atom 8 (H): 0.127, atom 9 (H): 0.067, atom 10 (H): 0.075, atom 11 (H): 0.068, atom 12 (H): 0.082, atom 13 (H): 0.115, atom 14 (H): 0.104, atom 15 (H): 0.106, atom 16 (H): 0.122, atom 17 (H): 0.114, atom 18 (H): 0.127, atom 19 (H): 0.104, atom 20 (H): 0.048, atom 21 (H): 0.024, atom 22 (H): 0.069, atom 23 (O): -0.049, atom 24 (H): 0.061, atom 25 (H): -0.008, atom 26 (O): -0.061, atom 27 (H): 0.023, atom 28 (H): 0.024, atom 29 (O): -0.091, atom 30 (H): 0.042, atom 31 (H): 0.104, atom 32 (O): -0.069, atom 33 (H): 0.010, atom 34 (H): 0.018, atom 35 (O): -0.073, atom 36 (H): 0.019, atom 37 (H): 0.026, atom 38 (O): -0.074, atom 39 (H): -0.011, atom 40 (H): 0.027, atom 41 (O): -0.084, atom 42 (H): -0.004, atom 43 (H): -0.019, atom 44 (O): -0.074, atom 45 (H): 0.056, atom 46 (H): 0.004, atom 47 (O): -0.076, atom 48 (H): 0.093, atom 49 (H): 0.031, atom 50 (O): -0.076, atom 51 (H): 0.032, atom 52 (H): 0.073, atom 53 (O): -0.159, atom 54 (H): 0.032, atom 55 (H): 0.056, atom 56 (O): -0.066, atom 57 (H): 0.047, atom 58 (H): 0.017, atom 59 (O): -0.061